Density functional theory data (ωB97M-V/def2-TZVPD) for a structure of composition C32H40MgN7O8PS2.

HOMO energy: -1.09 eV
molar mass: 770.126 g/mol
orbital gap: 5.26 eV
maximum force: 0.78 eV/Å
E_LUMO: 0.153 hartree

Structure (ORCA input):
```
! wB97M-V def2-TZVPD RIJCOSX def2/J DEFGRID3
* xyz -2 1
S -1.873 0.390 -2.897
S 3.359 0.313 0.729
P -3.197 -1.240 0.516
Mg -0.053 0.279 -0.365
O 3.620 1.516 1.487
O 3.104 -0.902 1.456
O 0.174 0.084 1.644
O -0.704 2.238 0.250
O 0.239 -3.474 -2.050
O -2.131 -0.255 0.262
O -0.063 -1.467 -1.143
O 0.574 0.449 6.271
N -4.089 -1.777 -0.788
N -2.698 -2.659 1.208
N -4.321 -0.507 1.513
N 3.242 2.387 -1.361
N 1.020 1.666 -1.848
N 2.196 0.482 -0.363
N 8.225 -0.883 -2.527
C 4.826 -0.018 -0.227
C 5.823 0.931 -0.370
C 0.067 -2.248 -2.130
C -3.337 -2.550 -1.792
C -0.626 -0.087 -5.256
C -4.944 -0.787 -1.439
C 0.199 1.045 5.086
C -0.349 2.348 5.044
C -5.455 -1.214 2.046
C 7.071 -0.584 -1.768
C -0.748 -0.497 -3.907
C 0.017 -1.628 -3.528
C -0.513 2.151 2.613
C 0.922 -1.842 -5.787
C -0.854 2.768 1.352
C 0.846 2.701 -2.639
C 6.948 0.646 -1.130
C 6.062 -1.532 -1.620
C -1.319 -2.839 1.647
C -1.436 4.175 1.342
C 1.847 3.645 -2.842
C 0.026 0.810 2.659
C 4.946 -1.251 -0.851
C 2.199 1.549 -1.190
C 0.380 0.308 3.952
C -3.432 -3.903 1.121
C 3.038 3.410 -2.176
C -4.391 0.935 1.609
C 0.813 -2.274 -4.477
C 0.184 -0.725 -6.172
C -0.681 2.859 3.813
C 0.538 1.234 7.434
H -1.651 4.434 0.308
H 0.829 -0.675 4.000
H -2.839 -4.654 0.587
H -2.620 -3.215 -1.317
H -4.371 1.250 2.659
H 7.730 1.389 -1.244
H -0.123 2.739 -3.132
H 1.710 4.495 -3.496
H 4.150 -1.978 -0.741
H 0.944 0.615 8.233
H -0.727 4.893 1.757
H 6.148 -2.491 -2.120
H 1.354 -3.148 -4.136
H -0.770 -1.905 1.600
H -5.314 1.322 1.152
H 0.235 -0.355 -7.193
H 5.694 1.891 0.109
H -1.303 -3.207 2.680
H -0.501 2.937 5.936
H 1.150 2.136 7.335
H -0.813 -3.558 0.995
H 1.564 -2.360 -6.490
H -6.365 -1.062 1.445
H -2.354 4.229 1.931
H 8.636 -0.062 -2.946
H -5.519 -0.234 -0.693
H 8.049 -1.579 -3.236
H -4.046 -3.146 -2.374
H -3.646 -4.300 2.122
H -3.536 1.372 1.098
H 3.883 4.083 -2.309
H -1.215 0.772 -5.557
H -5.254 -2.283 2.091
H -0.483 1.529 7.699
H -2.787 -1.879 -2.456
H -5.665 -0.871 3.065
H -1.090 3.862 3.778
H -4.369 -3.768 0.584
H -4.357 -0.090 -2.047
H -5.649 -1.311 -2.092
*
```

natural (NBO) population analysis, charges in e, atoms 1 to 6: atom 1 (S): -0.547, atom 2 (S): 2.345, atom 3 (P): 2.472, atom 4 (Mg): 1.786, atom 5 (O): -0.978, atom 6 (O): -0.957

=====

Density functional theory data (ωB97M-V/def2-TZVPD) for a structure of composition C32H41Cl3F2N3O2OsSi4Te.

HOMO energy (alpha / beta): -10.54 / -10.54 eV
molar mass: 1074.228 g/mol
orbital gap (alpha / beta): 5.86 / 5.90 eV
ΔE to the lowest compared entry with this formula, charge and spin: 0.0 kJ/mol
maximum force: 1.28 eV/Å
E_LUMO (alpha / beta): -0.172 / -0.171 hartree

Structure (ORCA input):
```
! wB97M-V def2-TZVPD RIJCOSX def2/J DEFGRID3
* xyz 1 1
Os -0.185 -0.415 -0.001
Te -2.401 -0.384 1.233
Cl -0.407 4.190 -1.712
Cl -1.066 -1.108 -2.138
Cl -2.830 2.154 -6.076
Si -4.448 -1.534 0.265
Si -5.353 -2.488 2.235
Si -4.363 -3.070 -1.528
Si -5.687 0.401 -0.330
F 3.287 -4.479 -0.363
F -0.841 -5.605 1.459
O -0.183 1.399 -0.898
O 2.364 4.097 1.475
N 1.853 -0.503 -0.722
N 2.414 4.383 3.720
N 0.677 0.388 1.716
C -7.303 -0.194 -1.074
C -1.612 3.020 -3.827
C -5.966 -4.027 -1.338
C 1.249 -5.078 0.554
C -4.418 -2.162 -3.166
C -7.207 -2.620 2.002
C 2.501 -1.689 -0.642
C 0.374 -2.387 0.325
C 1.086 1.660 1.709
C -0.011 -4.681 0.953
C 3.830 0.546 -1.548
C -1.884 0.637 -4.062
C -0.803 1.557 -2.061
C 1.733 2.241 2.788
C 2.190 3.663 2.594
C -4.600 -4.183 2.499
C -0.460 -3.380 0.847
C 3.835 -1.786 -1.031
C -4.979 -1.411 3.724
C -6.025 1.430 1.198
C -4.724 1.393 -1.592
C -2.923 -4.261 -1.438
C -1.279 0.498 -2.827
C 2.510 0.585 -1.154
C 0.899 -0.357 2.815
C 1.532 0.154 3.927
C 4.500 -0.664 -1.487
C 1.961 1.474 3.918
C -2.055 1.919 -4.548
C 2.062 -4.096 0.036
C -0.987 2.836 -2.610
C 1.669 -2.763 -0.091
H -5.311 2.258 -1.913
H 4.346 -2.730 -0.966
H 0.890 2.242 0.818
H -1.747 4.019 -4.216
H -7.862 -0.808 -0.365
H -1.948 -3.775 -1.496
H -2.213 -0.221 -4.630
H -6.585 2.328 0.926
H -4.782 -4.856 1.660
H 1.585 -6.101 0.636
H -7.658 -3.128 2.859
H -6.620 0.876 1.928
H 1.944 1.503 -1.183
H -3.518 -4.124 2.650
H -3.596 -1.459 -3.282
H 1.698 -0.485 4.782
H 2.490 1.875 4.773
H -6.832 -3.362 -1.356
H -3.918 -1.429 3.977
H -7.146 -0.784 -1.979
H -5.532 -1.792 4.587
H -5.032 -4.643 3.392
H -4.511 0.790 -2.477
H -5.350 -1.602 -3.262
H 2.046 4.104 4.612
H 4.309 1.452 -1.889
H -5.272 -0.371 3.574
H -1.470 -3.171 1.170
H 2.661 5.352 3.598
H -6.068 -4.726 -2.173
H -7.465 -3.188 1.106
H -6.002 -4.608 -0.415
H -7.932 0.659 -1.342
H -2.956 -4.825 -0.502
H -4.374 -2.876 -3.993
H -2.991 -4.978 -2.260
H -5.102 1.750 1.686
H -3.773 1.763 -1.199
H 5.538 -0.737 -1.784
H 0.567 -1.384 2.768
H -7.670 -1.635 1.923
*
```

Mulliken population analysis, charges in e, atoms 1 to 6: atom 1 (Os): 1.597, atom 2 (Te): -0.632, atom 3 (Cl): -0.198, atom 4 (Cl): -0.333, atom 5 (Cl): -0.209, atom 6 (Si): 0.496

=====

Density functional theory data (ωB97M-V/def2-TZVPD) for a structure of composition C32H41I2N2PPbS2.

HOMO energy (alpha / beta): -17.41 / -17.41 eV
molar mass: 1009.810 g/mol
orbital gap (alpha / beta): 3.08 / 3.11 eV
maximum force: 2.08 eV/Å
E_LUMO (alpha / beta): -0.527 / -0.526 hartree

Structure (ORCA input):
```
! wB97M-V def2-TZVPD RIJCOSX def2/J DEFGRID3
* xyz 4 1
Pb -1.215 -0.044 -1.633
I -5.804 -1.224 -0.832
I -8.263 -2.234 -0.987
S 1.327 -0.506 -1.064
S -1.326 -0.976 0.848
P -1.391 2.807 -1.610
N 2.188 -2.688 0.126
N 0.292 -2.582 2.158
C 1.625 4.918 1.143
C 1.538 -3.292 2.390
C 1.297 3.580 1.355
C 0.131 -1.849 1.066
C 3.324 -2.731 -0.768
C -3.143 3.218 -0.867
C -1.410 -4.087 3.017
C 5.628 -3.471 -0.046
C 2.090 -3.792 1.068
C -3.185 4.731 -0.742
C -0.722 -2.744 3.180
C -3.180 2.530 0.487
C 0.501 3.217 -3.549
C 4.616 -2.513 -0.010
C -2.781 -5.554 1.667
C 0.394 2.949 0.523
C 0.157 4.985 -0.760
C 4.810 -1.310 0.684
C -1.376 -5.038 4.029
C -2.063 -6.233 3.867
C -1.025 3.225 -3.427
C -0.189 3.642 -0.548
C 1.237 -1.773 0.090
C 6.845 -3.211 0.561
C -4.224 2.679 -1.775
C -2.696 -6.525 2.658
C 6.024 -1.051 1.288
C -1.600 4.553 -3.912
C 1.041 5.617 0.090
C -1.616 2.091 -4.269
C -2.120 -4.353 1.836
C 7.033 -2.013 1.257
H 2.255 -2.625 2.888
H 3.221 -1.967 -1.543
H -4.040 2.895 1.043
H 1.435 -4.560 0.639
H -2.676 1.935 -4.080
H -1.506 2.346 -5.322
H -2.468 5.100 -0.014
H -4.179 5.012 -0.390
H 0.773 3.204 -4.602
H 0.952 4.102 -3.109
H -0.307 5.550 -1.552
H -0.868 -4.839 4.962
H -1.449 -1.933 3.109
H -3.034 5.245 -1.689
H -1.077 1.151 -4.113
H 0.139 1.910 0.686
H -2.166 -3.611 1.053
H 6.187 -0.112 1.796
H 5.488 -4.396 -0.585
H -2.298 2.754 1.081
H -3.299 1.451 0.380
H -2.686 4.535 -3.952
H 1.351 -4.136 3.056
H 1.755 3.038 2.169
H 3.341 -3.715 -1.244
H -3.086 -7.517 2.474
H -0.235 -2.689 4.156
H 3.077 -4.232 1.216
H -1.239 4.720 -4.927
H -4.167 1.595 -1.879
H -2.113 -6.938 4.685
H -5.187 2.899 -1.315
H 2.330 5.415 1.792
H 1.269 6.662 -0.061
H 7.645 -3.935 0.504
H 4.022 -0.571 0.708
H -3.322 -5.746 0.755
H 0.939 2.333 -3.080
H -4.231 3.155 -2.751
H -1.273 5.404 -3.322
H 7.957 -1.841 1.791
*
```

Mulliken population analysis, charges in e, atoms 1 to 6: atom 1 (Pb): 0.634, atom 2 (I): 0.542, atom 3 (I): 0.472, atom 4 (S): -0.352, atom 5 (S): -0.268, atom 6 (P): -0.004

=====

Density functional theory data (ωB97M-V/def2-TZVPD) for a cluster of 7 separate species, C32H42BF7NO20 in total.

HOMO energy: -12.61 eV
molar mass: 904.473 g/mol
orbital gap: 8.03 eV
maximum force: 2.74 eV/Å
E_LUMO: -0.168 hartree

Structure (ORCA input):
```
! wB97M-V def2-TZVPD RIJCOSX def2/J DEFGRID3
* xyz 1 1
F 2.546 4.364 -1.337
F -0.322 3.691 3.949
F -1.960 3.976 -0.683
F -7.044 -5.687 -0.479
F 6.291 -1.998 1.337
F 3.064 5.207 6.234
F 3.730 -5.904 -5.497
O 1.897 3.568 1.337
O -11.126 -7.213 0.306
O 3.407 2.112 2.159
O -7.504 0.329 -1.082
O 1.112 -2.344 -5.216
O 6.524 2.484 6.703
O 1.686 2.803 3.449
O -10.328 -5.105 0.342
O 4.477 2.413 7.646
O 2.989 -2.683 -6.417
O 2.103 -4.373 -5.222
O 4.362 -2.258 4.164
O 5.441 2.664 -2.051
O 4.205 -1.527 2.041
O 5.220 2.420 -4.281
O 2.367 -1.597 3.353
O -6.141 -1.078 0.374
O 4.947 3.982 6.094
O -8.992 -6.802 -0.310
O 3.550 3.347 -3.074
N -2.753 1.751 -0.829
C 0.661 4.063 1.841
C -0.726 1.873 -2.416
C -1.399 1.177 -1.172
C -2.967 3.086 -0.623
C 3.354 3.286 7.574
C 1.987 -3.064 -5.583
C 2.423 2.764 2.301
C 5.636 -2.459 3.554
C 0.446 -0.574 1.454
C -10.237 -6.450 0.133
C 3.023 -4.943 -6.136
C -9.024 -4.570 0.153
C -8.378 -5.601 -0.724
C 0.853 3.943 3.325
C -4.300 3.632 -0.323
C 5.578 -1.520 2.385
C 4.783 2.777 -3.238
C 3.543 3.935 6.234
C 4.643 3.324 -1.070
C 0.670 1.127 -2.662
C -6.144 -2.181 -0.572
C -5.189 1.276 -0.424
C 1.335 -0.960 0.204
C 1.212 -1.431 -2.360
C 0.554 -1.731 -0.949
C 3.279 3.278 -1.690
C 3.533 -1.780 3.201
C 0.470 -0.343 -3.222
C -3.829 0.869 -0.713
C 5.426 2.917 6.807
C -5.431 2.724 -0.226
C 3.897 -3.780 -6.502
B -6.315 0.118 -0.347
H -6.166 -3.164 -0.040
H 0.958 -0.353 -4.237
H 5.007 4.345 -0.931
H -0.158 3.442 1.471
H 2.118 -1.677 0.586
H -6.451 3.105 0.003
H 0.493 5.092 1.524
H 0.479 -1.375 2.235
H 1.916 -0.070 -0.167
H 2.419 2.731 7.641
H 5.894 -0.499 2.610
H -8.546 -5.452 -1.794
H -0.616 -0.568 -3.423
H 1.171 -2.390 -2.944
H -7.029 -2.143 -1.265
H 4.685 2.804 -0.113
H -5.219 -2.183 -1.224
H -4.400 4.732 -0.197
H 2.299 -1.197 -2.215
H 4.313 -3.869 -7.505
H 1.227 1.800 -3.376
H 2.481 -5.382 -6.976
H 1.230 1.172 -1.693
H -1.429 1.731 -3.283
H 5.732 -3.503 3.249
H -9.067 -3.588 -0.319
H -8.528 -4.471 1.123
H -0.557 -1.587 -0.908
H 3.111 3.378 5.400
H 2.719 2.369 -1.472
H 0.729 -2.830 -0.752
H 0.857 0.389 1.879
H 4.715 -3.630 -5.794
H 6.444 -2.218 4.243
H 1.339 4.806 3.788
H -7.624 1.296 -1.094
H -3.594 -0.212 -0.867
H -1.618 0.120 -1.494
H -0.463 2.950 -2.249
H 3.397 4.004 8.397
H -0.636 -0.378 1.219
H -0.747 1.153 -0.262
*
```

Mulliken population analysis, charges in e, atoms 1 to 6: atom 1 (F): -0.348, atom 2 (F): -0.340, atom 3 (F): -0.193, atom 4 (F): -0.290, atom 5 (F): -0.296, atom 6 (F): -0.303

=====

Question: Which of these has the lowest molar mass?
Answer: C32H40MgN7O8PS2